This record from the OMol25 dataset describes a structure of composition C30H47GeN7OSTi. The level of theory is ωB97M-V/def2-TZVPD.

The geometry in XYZ format:
```
88
Properties=species:S:1:pos:R:3
C -1.251 0.979 -3.884
H -1.588 0.035 -4.299
H -1.615 0.349 2.777
H -4.594 1.654 3.514
O -0.360 -2.537 1.021
H 1.651 0.835 5.170
H -2.059 4.266 -3.944
C -1.520 3.362 -3.696
C -3.993 -0.411 3.546
C 0.757 -4.117 -5.003
H -0.962 -1.535 3.660
H -6.637 1.643 0.330
H 5.390 1.453 -2.033
H 2.225 -2.770 -4.225
C 3.051 0.257 3.037
N 0.035 -1.606 3.463
H 3.031 1.498 -2.702
H -3.263 0.766 -0.851
H -1.508 0.596 -0.745
N -1.426 0.338 1.777
H 2.931 2.251 1.143
H 6.427 -0.648 -1.254
C 0.323 2.272 -2.604
C 3.449 0.579 -2.309
H -4.934 2.837 1.716
C 1.167 -3.002 -4.285
H 3.227 -0.403 3.885
C 5.376 -0.626 -1.511
H 0.406 1.601 -0.048
H -0.909 -5.289 -5.664
H -0.020 4.389 -2.553
C -1.952 2.138 -4.188
H -6.276 0.722 1.780
H -2.825 2.088 -4.825
H -1.893 -1.853 -3.330
H -2.886 1.461 3.760
H 3.599 0.231 0.922
N 1.224 1.233 0.436
Ge 0.800 -0.626 -2.707
H 2.717 -2.700 -1.802
H -3.179 -1.064 3.223
C 0.224 -2.187 -3.657
S -0.334 -2.441 -0.473
C 1.437 2.078 2.698
C -0.376 3.430 -2.906
C -0.593 -4.423 -5.099
H 1.491 -4.742 -5.492
H 0.327 -1.269 5.564
N 1.602 0.641 3.040
H -2.256 2.181 -0.576
N -3.546 1.301 1.769
H 2.569 -2.271 2.025
H 4.476 -0.895 1.927
C -3.740 1.053 3.209
C 3.493 -0.449 1.766
N 0.181 -1.069 -0.782
H 0.059 0.913 4.429
C 4.793 0.555 -1.945
C 3.280 -1.769 -1.805
H -4.292 2.416 0.151
C 4.621 -1.795 -1.451
C -4.661 1.994 1.082
H -2.594 -3.846 -4.580
H 2.746 -1.841 0.470
H -4.123 -0.522 4.622
H 2.012 2.708 3.381
H 1.859 0.952 -0.314
H -5.587 0.227 0.228
H 1.543 3.292 0.924
H 0.382 2.326 2.820
C 2.673 -0.579 -2.229
C -2.458 0.908 1.136
C -1.542 -3.612 -4.486
H 1.768 -1.617 4.639
H 0.180 -2.610 3.365
C -2.367 1.120 -0.342
C -5.854 1.086 0.844
C -0.107 1.030 -3.085
C 0.819 -1.083 4.609
C 1.022 0.398 4.390
H -4.900 -0.769 3.061
Ti 0.443 -0.573 1.474
N 2.488 -1.478 1.389
C -1.137 -2.496 -3.773
H 1.233 2.360 -2.021
H 3.669 1.141 3.210
C 1.850 2.303 1.262
H 5.089 -2.728 -1.163
```

Its relative energy (zero: lowest compared OMol25 entry of this formula, charge and spin) is 0.000 eV. The calculation puts the HOMO-LUMO gap (spin up / spin down) at 0.249 / 0.245 Eh. As for the charge: +3. As for the LUMO energy (spin up / spin down): -9.64 / -9.74 eV. The calculation puts the HOMO energy (spin up / spin down) at -16.40 / -16.40 eV. The multiplicity is 2.


This record from the OMol25 dataset describes the molecule C4H6N2O. The level of theory is ωB97M-V/def2-TZVPD.

The geometry in XYZ format:
```
13
Properties=species:S:1:pos:R:3
C 0.142 -0.513 0.557
H 1.070 0.056 0.708
H -0.585 -0.198 1.316
C -0.664 1.146 -0.872
N -0.806 2.040 0.017
O -0.349 -0.162 -0.769
H 1.123 -2.326 -0.098
N 0.082 2.893 -2.593
H 0.828 -2.225 1.648
C 0.406 -2.001 0.659
H -0.341 1.866 0.887
C -0.393 2.006 -2.016
H -0.514 -2.582 0.555
```

Its relative energy (zero: lowest compared OMol25 entry of this formula, charge and spin) is 2.937 eV. The calculation puts the HOMO-LUMO gap at 0.390 Eh. As for the LUMO energy: 0.47 eV. The SMILES is [H]/N=C(/C#N)OCC. The calculation puts the HOMO energy at -10.14 eV.


This record from the OMol25 dataset describes a structure of composition C23H52N2O2P3Sc. The level of theory is ωB97M-V/def2-TZVPD.

The geometry in XYZ format:
```
83
Properties=species:S:1:pos:R:3
H 3.241 0.338 -3.924
H -0.464 -4.189 2.930
P 1.164 -1.937 -0.778
H -0.068 -3.695 5.003
C -2.582 -0.543 5.806
C -2.381 -0.095 4.346
H -0.522 -3.551 -1.366
H 0.732 -3.478 -2.619
H 2.376 -2.336 4.015
H 0.245 0.013 5.861
C -2.922 -3.483 3.924
H 1.763 -1.321 2.692
H -3.684 0.223 2.600
H -0.307 4.774 1.770
H -1.670 -4.600 1.714
H -2.735 -1.876 0.857
H 1.062 4.022 -3.190
H 2.308 -1.634 -2.900
H -3.356 -4.414 3.521
H -0.562 -2.211 -2.564
C 0.887 -0.330 5.037
H -1.527 -0.612 1.314
P -0.595 2.634 0.680
H -0.818 3.773 -1.389
H 1.793 0.642 1.151
H 1.020 0.476 4.301
P -1.246 -1.258 3.420
H -3.397 2.558 -4.102
H -1.650 -0.988 -4.563
C 2.222 2.269 -3.763
H -4.347 0.740 4.157
H -4.078 -1.946 2.044
H -3.763 -2.878 4.293
H -2.839 2.456 1.507
H 1.236 3.920 1.489
C 2.524 0.973 -3.390
H -1.610 1.653 3.286
H 1.795 -3.869 0.555
O -1.979 -1.633 -3.893
H -2.600 2.008 4.726
H 2.578 -3.949 -1.049
H 0.691 4.222 -0.657
C 1.308 2.992 -2.987
C -2.158 -2.790 2.784
O -4.113 2.247 -3.530
C -3.181 -2.452 1.675
C 0.369 -1.614 4.360
H -0.669 -2.448 6.140
H -2.696 -1.167 -3.456
N 1.001 1.106 -1.548
H 0.119 3.366 2.784
H 1.067 -2.804 6.033
N -0.816 -0.491 2.029
C 2.255 -1.037 -1.968
H -4.046 2.778 -2.717
H -3.535 -3.398 1.244
Sc 0.248 0.214 0.384
C 0.190 3.802 1.786
C 0.792 2.413 -1.836
C 1.886 0.401 -2.308
C -1.133 -3.757 2.177
C -2.371 3.077 0.724
H -2.270 -3.756 4.765
C -1.824 1.339 4.318
C 0.102 -2.860 -1.957
H -0.544 -3.279 1.380
C 0.042 3.351 -0.919
H -0.923 1.463 4.928
C 0.141 -2.703 5.436
H -3.347 0.119 6.243
H -2.496 4.137 0.994
H 3.213 -2.847 0.204
H 3.280 -1.045 -1.549
H -4.328 -0.978 3.774
C 1.482 -2.098 3.414
H 1.878 -0.543 5.474
C 2.298 -3.278 -0.222
H 2.711 2.723 -4.614
H -2.954 -1.575 5.884
H 1.220 -3.008 2.866
H -2.866 2.857 -0.240
C -3.759 -0.048 3.662
H -1.672 -0.438 6.412
```

Its relative energy (zero: lowest compared OMol25 entry of this formula, charge and spin) is 0.000 eV. The calculation puts the HOMO-LUMO gap (spin up / spin down) at 0.124 / 0.152 Eh. As for the LUMO energy (spin up / spin down): 0.25 / 0.28 eV. The calculation puts the HOMO energy (spin up / spin down) at -3.14 / -3.86 eV.


This record from the OMol25 dataset describes a cluster of 13 separate species, C13H52O13 in total. The level of theory is ωB97M-V/def2-TZVPD.

The geometry in XYZ format:
```
78
Properties=species:S:1:pos:R:3
H 15.691 9.526 -28.768
H 15.510 5.764 -31.925
C 15.618 8.941 -29.686
C 22.170 3.449 -30.443
H 21.242 1.887 -33.765
C 14.020 5.898 -27.921
H 20.510 3.169 -26.158
H 14.450 0.880 -31.426
O 17.031 4.942 -26.484
H 15.780 8.780 -26.008
O 17.424 5.709 -29.209
H 17.530 8.799 -26.086
H 21.306 7.411 -27.806
C 20.459 2.673 -27.127
H 22.196 4.092 -31.326
H 21.925 7.317 -30.077
O 14.567 2.424 -32.785
H 22.904 4.855 -29.354
O 13.665 6.604 -31.254
H 18.331 4.470 -25.009
C 15.181 1.614 -31.770
H 19.953 6.756 -28.823
C 16.660 8.135 -26.022
C 20.982 6.620 -28.487
C 16.863 4.722 -34.470
H 18.089 5.329 -31.115
O 12.870 6.406 -28.584
H 16.788 3.510 -24.977
H 16.383 5.691 -34.313
H 16.875 5.771 -25.997
H 17.427 3.958 -30.408
H 19.557 6.577 -32.898
H 21.165 3.350 -30.030
H 14.928 6.297 -28.374
H 13.638 7.087 -32.085
H 16.093 1.141 -32.129
H 16.003 3.535 -33.071
O 20.649 2.571 -33.447
O 21.913 6.506 -29.563
H 14.745 5.036 -30.500
H 20.153 1.359 -31.823
O 16.780 7.234 -24.928
H 16.305 4.156 -35.224
H 13.850 1.894 -33.138
H 18.018 3.133 -26.106
O 16.845 3.967 -33.265
H 16.907 7.730 -24.117
O 16.927 8.491 -30.038
C 18.022 4.844 -30.139
H 17.025 7.533 -29.960
H 21.069 5.866 -32.518
H 15.399 2.200 -30.876
C 14.557 5.510 -31.466
C 17.558 3.975 -25.598
H 13.897 6.152 -26.868
H 21.037 5.683 -27.929
H 15.286 9.612 -30.483
H 18.954 1.405 -33.110
O 21.052 6.891 -34.319
H 22.001 6.771 -34.290
H 17.329 5.284 -28.335
O 20.645 1.265 -27.125
H 21.285 3.106 -27.698
H 12.980 6.273 -29.540
C 20.405 6.080 -33.371
H 14.928 8.102 -29.660
H 22.483 2.482 -30.839
H 19.566 2.865 -27.727
H 20.121 5.079 -33.709
C 19.699 2.013 -32.578
H 19.017 4.468 -29.878
H 17.901 4.786 -34.785
O 23.064 3.903 -29.446
H 19.097 2.730 -32.022
H 16.676 7.587 -26.963
H 14.074 4.699 -32.016
H 19.950 0.826 -26.630
H 14.044 4.800 -27.936
```

Its relative energy (zero: lowest compared OMol25 entry of this formula, charge and spin) is 1.978 eV. The calculation puts the HOMO-LUMO gap at 0.368 Eh. As for the LUMO energy: 0.34 eV. The calculation puts the HOMO energy at -9.67 eV.


This record from the OMol25 dataset describes a structure of composition C13H7N2O6S3SbW. The level of theory is ωB97M-V/def2-TZVPD.

The geometry in XYZ format:
```
33
Properties=species:S:1:pos:R:3
O -2.712 1.326 1.713
C 0.059 -2.442 3.603
H -0.549 2.675 -4.518
C 0.306 3.661 -2.799
O 1.623 0.409 0.327
N -0.464 -1.437 1.582
C -1.846 0.521 1.347
S -1.508 -2.069 -1.720
O 2.332 2.456 0.890
H 0.545 -3.334 4.023
C 1.187 -3.073 1.331
O -1.388 0.461 0.099
N 0.359 1.042 -1.693
C 0.190 -2.400 2.252
O 1.098 -2.631 0.086
W 0.201 -0.838 -0.381
H -0.626 0.379 -3.321
H 0.359 4.701 -3.134
C -1.459 -0.610 3.661
C -0.293 1.285 -2.858
C 0.988 2.134 -1.110
Sb 0.103 -2.862 -3.417
S -0.633 -1.948 -5.475
S 1.683 -1.247 -2.357
O 1.783 -4.099 1.668
C 0.992 3.398 -1.654
C -0.772 -1.614 4.333
H -1.027 -1.862 5.380
C -0.339 2.550 -3.416
H -2.154 0.079 4.146
C 1.710 1.738 0.146
C -1.257 -0.517 2.298
H 1.509 4.167 -1.035
```

The calculation puts the HOMO-LUMO gap (spin up / spin down) at 0.207 / 0.202 Eh. As for the charge: +1. As for the LUMO energy (spin up / spin down): -6.59 / -6.74 eV. The calculation puts the HOMO energy (spin up / spin down) at -12.23 / -12.24 eV. The multiplicity is 2.


This record from the OMol25 dataset describes a structure of composition C32H39N7ORuSi. The level of theory is ωB97M-V/def2-TZVPD.

The geometry in XYZ format:
```
81
Properties=species:S:1:pos:R:3
C 0.671 1.934 -3.107
H 3.324 -2.769 -1.880
H -3.445 -2.003 4.763
H -2.641 3.939 0.651
C 5.110 -0.524 -0.223
N -1.687 -1.732 -1.477
C 2.829 1.297 -3.924
C -3.963 -1.075 -1.674
H -6.414 -1.337 -2.725
H -7.257 -0.433 -1.455
H 3.398 -0.478 2.464
C -1.908 -0.589 5.240
C 3.050 0.597 -2.771
H -2.642 -3.480 -2.184
H -3.945 -1.555 -2.644
C -5.132 -0.481 -1.231
H 1.000 4.964 -1.072
H -0.279 0.774 5.338
C 1.617 1.968 -4.112
C 0.742 2.286 3.588
C -2.790 -1.054 -0.925
H -6.373 0.422 -2.716
H -0.153 -3.966 -3.245
N 2.112 -0.020 -0.591
N 0.977 1.010 1.796
C -2.368 2.881 0.671
C -0.670 2.591 -3.248
C 3.173 -2.834 -0.805
H 2.715 1.880 1.041
C -0.942 0.233 4.681
H 3.509 -2.213 2.256
H 3.924 -3.514 -0.415
Si 3.290 -1.106 0.025
H -3.036 2.357 -0.026
H 5.188 0.558 -0.262
H -2.556 2.487 1.671
N 0.913 1.312 -1.949
C -2.549 -1.216 3.005
C -2.698 -1.330 4.367
N -0.468 -1.202 -1.544
C 1.862 2.725 2.923
C -2.729 -0.380 0.321
C 2.062 0.602 -1.755
H 3.956 0.040 -2.607
H 5.740 -0.869 0.591
H -3.058 -0.967 7.015
H -1.384 -1.508 7.094
H -1.423 2.011 -2.700
H 1.458 3.264 -0.749
C 0.873 4.119 -0.397
C -3.958 0.155 0.779
C 1.965 1.891 1.808
Ru -0.196 0.757 -0.225
H 1.216 4.403 0.602
H -1.752 0.208 7.228
C -2.039 -0.716 6.729
C -0.489 -3.130 -2.667
H 5.533 -0.919 -1.143
C -0.907 2.721 0.326
H -3.165 -1.819 2.354
O -0.505 3.827 -0.370
H 0.273 2.662 4.475
H -0.646 3.587 -2.809
H -0.966 2.677 -4.290
N -1.571 -0.201 1.050
C 0.268 -2.027 -2.267
N 0.238 1.246 2.880
H -6.007 0.583 0.411
H 3.580 1.317 -4.702
C -1.742 -2.903 -2.147
C -0.785 0.381 3.306
C -6.367 -0.463 -2.079
H 2.199 -3.284 -0.636
H 2.510 3.531 3.199
C -1.623 -0.330 2.409
C -5.110 0.120 0.027
H 1.416 2.495 -5.032
C 3.008 -1.318 1.898
H 1.952 -1.409 2.129
H 1.291 -1.801 -2.483
H -3.976 0.627 1.751
```

The calculation puts the HOMO-LUMO gap (spin up / spin down) at 0.249 / 0.244 Eh. As for the LUMO energy (spin up / spin down): 0.73 / -0.48 eV. The calculation puts the HOMO energy (spin up / spin down) at -6.04 / -7.11 eV. The multiplicity is 5.


This record from the OMol25 dataset describes the molecule C3H5NO. The level of theory is ωB97M-V/def2-TZVPD.

The geometry in XYZ format:
```
10
Properties=species:S:1:pos:R:3
H -0.036 -0.737 2.042
H 1.956 0.161 -1.496
N 0.695 -0.150 0.032
C -1.801 0.479 -0.353
C -0.120 -0.354 1.032
H 2.780 -0.540 0.010
H -1.076 0.621 -1.146
C 1.862 -0.191 -0.468
O -1.408 -0.004 0.765
H -2.851 0.714 -0.419
```

Its relative energy (zero: lowest compared OMol25 entry of this formula, charge and spin) is 4.288 eV. The calculation puts the HOMO-LUMO gap (spin up / spin down) at 0.267 / 0.300 Eh. As for the LUMO energy (spin up / spin down): -0.06 / 0.63 eV. The calculation puts the HOMO energy (spin up / spin down) at -7.33 / -7.53 eV.


This record from the OMol25 dataset describes a structure of composition C53H39AsCl3F12GaGeNP2S. The level of theory is ωB97M-V/def2-TZVPD.

The geometry in XYZ format:
```
114
Properties=species:S:1:pos:R:3
C 3.649 -3.108 -4.014
C 3.831 4.129 -0.148
H -2.909 -4.412 3.100
H 3.416 -1.233 -0.601
H 1.207 0.033 6.966
H 4.925 -4.778 -3.520
H -6.330 1.725 1.481
H -3.959 -2.396 -1.361
C 6.092 -1.836 -5.926
C 3.106 -5.393 -4.474
H 5.190 2.827 0.884
H 3.270 0.054 -3.419
F -0.541 2.557 9.455
H -1.680 -2.389 2.412
C -3.177 -3.447 3.507
C -0.127 0.289 5.312
C 7.469 -0.061 -6.776
Cl 3.052 -2.981 1.351
C -0.242 1.575 7.329
H -1.116 0.030 -6.060
H 4.475 0.391 -2.168
F 1.417 2.695 8.555
F -5.555 -4.456 6.019
C 6.545 0.143 -4.571
C -2.929 2.985 2.796
C 0.662 0.312 -2.627
F -2.192 2.524 -2.926
C -0.248 -0.716 -2.878
C -4.407 1.165 2.242
F -5.847 5.671 1.684
C 0.947 1.215 -3.651
P -1.901 0.433 3.228
H -4.074 -0.031 5.071
C -3.898 3.894 2.403
H 0.631 -3.323 -5.514
C 3.989 -4.455 -3.958
H 8.072 0.348 -7.573
H 5.616 -2.800 -6.049
H 1.226 -5.718 -5.441
C -4.193 -3.345 4.443
H 3.359 -6.443 -4.440
C 6.866 -1.303 -6.940
C -4.518 -2.115 5.003
S -1.025 2.117 0.017
C -2.017 0.797 -0.538
C 0.307 1.115 -4.877
C -4.969 -4.584 4.828
C -0.881 -0.824 -4.107
H 4.383 5.026 0.088
H 0.522 1.835 -5.654
C -2.493 -2.306 3.122
C -3.181 1.616 2.735
C 0.364 0.581 6.570
N -1.712 -0.372 0.055
H 1.665 2.010 -3.498
F -4.280 2.016 -3.122
As 4.848 -1.779 -3.379
C 2.403 1.806 -0.769
F 0.719 0.806 9.335
C 7.312 0.660 -5.596
P 1.510 0.238 -1.019
H -5.300 -2.048 5.745
H -1.812 3.024 7.448
C -3.283 2.147 -2.246
H -3.710 4.955 2.468
Ge 0.976 -2.517 1.794
C 5.915 -1.096 -4.752
F -7.331 4.192 2.196
H 2.293 5.163 -1.224
H -1.587 -1.624 -4.282
C -2.815 -1.069 3.659
Ga -0.236 0.419 1.293
Cl 1.620 0.383 2.420
H 3.939 0.796 0.366
C -1.837 1.967 5.583
C -5.119 3.434 1.934
C 1.905 -4.983 -5.033
Cl 0.878 -3.185 3.855
H 6.437 0.694 -3.645
C -0.613 0.100 -5.107
H 0.336 -0.501 4.740
H 7.002 -1.853 -7.860
H -2.705 2.503 5.220
C 2.436 -2.686 -4.564
H -1.981 3.356 3.169
C -3.826 -0.982 4.617
C 1.568 -3.636 -5.076
C -3.022 0.858 -1.504
C -3.732 -0.287 -1.789
C 1.947 3.053 -1.191
F -6.506 4.237 0.210
H 7.795 1.619 -5.479
C 2.867 -0.922 -1.491
C -3.422 -1.487 -1.146
F -5.929 -4.838 3.927
H -2.075 -2.396 0.260
H -4.520 -0.253 -2.527
C 2.660 4.204 -0.886
C 0.336 1.911 8.684
C 3.802 -0.371 -2.558
C -6.204 4.398 1.508
C 4.288 2.893 0.293
C -1.225 0.988 4.807
H 1.022 3.141 -1.748
F -4.173 -5.658 4.871
C -5.373 2.073 1.844
H -0.457 -1.451 -2.110
H 2.336 -1.808 -1.855
C 3.578 1.745 -0.013
H 2.161 -1.638 -4.606
H -4.625 0.107 2.193
C -2.391 -1.491 -0.239
C -1.339 2.265 6.842
F -3.592 3.140 -1.411
```

Its relative energy (zero: lowest compared OMol25 entry of this formula, charge and spin) is 0.400 eV. The calculation puts the HOMO-LUMO gap (spin up / spin down) at 0.284 / 0.205 Eh. As for the charge: +2. As for the LUMO energy (spin up / spin down): -5.54 / -7.71 eV. The calculation puts the HOMO energy (spin up / spin down) at -13.27 / -13.28 eV. The multiplicity is 2.


no.,F_max (eV/Å)
1,0.4
2,1.8
3,2.9
4,1.8
5,4.3
6,1.8
7,1.8
8,0.5